1.
Computed, not measured: a 9-piece molecular cluster, C27H36Br6F3N3O6 overall at a distorted geometry, with wB97M-V/def2-TZVPD.

```
81
Properties=species:S:1:pos:R:3:mulliken_charge:R:1
C -8.011 -6.024 1.222 -0.68
N -7.117 -5.101 1.942 0.77
O -5.970 -5.024 1.521 -0.47
O -7.609 -4.584 3.005 -0.48
H -8.143 -5.701 0.189 0.27
H -9.008 -6.069 1.661 0.31
H -7.574 -7.019 1.303 0.28
C 8.841 0.229 -1.059 -0.63
N 8.996 -0.037 -2.488 0.71
O 8.368 -1.088 -2.837 -0.45
O 9.731 0.539 -3.349 -0.47
H 9.155 -0.578 -0.396 0.28
H 7.847 0.625 -0.852 0.27
H 9.538 1.038 -0.839 0.30
C 4.410 -1.258 -8.840 -0.66
N 2.965 -1.149 -8.569 0.87
O 2.596 -1.396 -7.460 -0.53
O 2.345 -0.679 -9.491 -0.51
H 4.822 -0.283 -9.100 0.26
H 4.385 -2.017 -9.621 0.27
H 4.875 -1.559 -7.902 0.30
F 3.751 -2.202 8.494 -0.29
C 4.645 -1.162 8.478 0.38
C 4.678 -0.163 9.510 -0.44
C 5.728 0.748 9.622 -0.31
C 6.691 0.748 8.676 -0.42
C 6.650 -0.230 7.644 -0.34
C 5.649 -1.156 7.533 -0.36
H 3.927 -0.380 10.255 0.36
H 5.870 1.478 10.406 0.35
H 7.410 1.551 8.725 0.36
H 7.472 -0.344 6.954 0.32
H 5.600 -1.946 6.799 0.38
F -10.557 -0.071 0.287 -0.29
C -9.462 0.628 -0.104 0.17
C -8.995 0.481 -1.396 -0.17
C -7.904 1.166 -1.825 -0.53
C -7.132 1.950 -0.912 -0.21
C -7.490 2.033 0.422 -0.52
C -8.696 1.419 0.792 -0.23
H -9.572 -0.191 -2.014 0.39
H -7.473 1.058 -2.809 0.34
H -6.257 2.454 -1.297 0.34
H -6.901 2.656 1.079 0.37
H -8.994 1.601 1.814 0.35
F -2.846 4.401 7.299 -0.29
C -3.003 3.049 7.306 0.35
C -4.135 2.543 8.006 -0.38
C -4.228 1.155 8.000 -0.38
C -3.202 0.362 7.473 -0.33
C -2.096 0.891 6.842 -0.44
C -1.956 2.264 6.834 -0.32
H -4.928 3.170 8.386 0.39
H -5.132 0.658 8.320 0.34
H -3.263 -0.716 7.494 0.33
H -1.364 0.204 6.443 0.37
H -1.014 2.718 6.564 0.38
Br -4.588 -6.703 -4.872 -0.12
C -3.536 -5.131 -5.207 -0.50
C -3.620 -4.837 -6.728 -0.61
Br -5.303 -3.775 -7.066 -0.14
H -2.488 -5.264 -4.939 0.32
H -4.022 -4.371 -4.595 0.35
H -3.710 -5.810 -7.210 0.36
H -2.866 -4.179 -7.161 0.35
Br 2.257 -0.456 0.655 -0.13
C 0.793 -0.113 -0.656 -0.59
C 0.845 1.379 -0.954 -0.58
Br 2.524 1.871 -1.809 -0.12
H -0.075 -0.405 -0.066 0.34
H 0.958 -0.764 -1.515 0.36
H 0.823 1.851 0.028 0.36
H -0.025 1.720 -1.515 0.37
Br 9.217 5.994 -8.663 -0.14
C 7.436 6.249 -9.387 -0.56
C 6.401 6.079 -8.249 -0.61
Br 4.551 6.209 -8.858 -0.15
H 7.211 5.564 -10.205 0.38
H 7.307 7.222 -9.861 0.37
H 6.526 6.886 -7.527 0.36
H 6.471 5.097 -7.781 0.37
```

Frontier orbital gap, eV: 8.7149
Largest force on an atom, eV/Å: 5.93
E_HOMO, eV: -9.16
SMILES: C[N+](=O)[O-].C[N+](=O)[O-].C[N+](=O)[O-].Fc1ccccc1.Fc1ccccc1.Fc1ccccc1.BrCCBr.BrCCBr.BrCCBr
Total energy, Eh: -17409.4122



2.
Computed, not measured: one molecule with the formula C16H13FO5 at a distorted geometry, with wB97M-V/def2-TZVPD.

```
35
Properties=species:S:1:pos:R:3:nbo_charge:R:1
C -6.299 -0.392 1.636 -0.27
O -4.948 -0.732 1.665 -0.48
C -4.486 -1.259 0.488 0.73
O -5.059 -1.179 -0.588 -0.59
C -3.036 -1.759 0.493 0.26
O -2.507 -2.180 -0.672 -0.65
C -2.286 -1.886 1.713 -0.32
C -0.859 -2.346 1.656 0.51
O -0.511 -3.373 2.336 -0.53
C 0.203 -1.746 0.662 0.14
C 1.434 -2.320 0.609 -0.19
C 2.345 -1.640 -0.352 -0.34
C 1.531 -0.686 -0.903 0.34
C 1.958 0.294 -1.992 -0.47
C 2.665 1.476 -1.371 -0.05
C 2.167 2.804 -1.424 -0.19
C 2.853 3.868 -0.840 -0.28
C 4.184 3.618 -0.338 0.39
F 4.974 4.661 0.101 -0.34
C 4.704 2.358 -0.229 -0.28
C 3.817 1.272 -0.651 -0.17
O 0.229 -0.707 -0.310 -0.43
H -6.448 0.288 0.835 0.19
H -7.013 -1.133 1.387 0.20
H -6.493 0.221 2.548 0.20
H -3.023 -1.861 -1.430 0.51
H -2.789 -1.867 2.625 0.24
H 1.889 -3.008 1.270 0.23
H 3.465 -1.667 -0.420 0.24
H 2.706 -0.116 -2.682 0.24
H 1.085 0.672 -2.545 0.24
H 1.151 2.971 -1.973 0.22
H 2.443 4.911 -0.936 0.24
H 5.710 2.130 0.143 0.24
H 4.245 0.312 -0.512 0.20
```

Frontier orbital gap, eV: 8.2014
Largest force on an atom, eV/Å: 5.32
Relative energy (zero: lowest compared OMol25 entry of this formula, charge and spin), kcal per mole: 43.8
E_HOMO, eV: -8.81
SMILES: COC(=O)/C(O)=C/C(=O)c1ccc(Cc2ccc(F)cc2)o1
Total energy, Eh: -1093.4470



3.
Computed, not measured: C3H2FGaO2 as an isolated structure at a distorted geometry, with wB97M-V/def2-TZVPD.

```
9
Properties=species:S:1:pos:R:3:mulliken_charge:R:1
O 0.336 -1.220 0.424 -0.03
O 2.955 2.280 -0.708 0.19
C -0.827 -1.235 -0.038 0.27
C -1.581 -0.041 -0.159 0.18
C 2.674 1.449 -0.011 0.46
H -1.335 -2.173 -0.298 0.43
H -2.552 0.026 -0.651 0.42
F -1.208 0.995 0.525 -0.09
Ga 1.538 -0.081 0.916 1.18
```

Frontier orbital gap (spin up / spin down), eV: 5.5782 / 8.5716
Largest force on an atom, eV/Å: 3.64
Relative energy (zero: lowest compared OMol25 entry of this formula, charge and spin), kcal per mole: 0.0
Multiplicity: 2
Total charge: +3
E_HOMO (spin up / spin down), eV: -25.21 / -28.24
⟨S²⟩: 0.753
Total energy, Eh: -2289.0610



4.
Computed, not measured: a 13-piece molecular cluster, CH27O13 overall at a distorted geometry, with wB97M-V/def2-TZVPD.

```
41
Properties=species:S:1:pos:R:3:nbo_charge:R:1
C 0.066 0.277 0.239 -0.29
O 0.178 -1.203 0.155 -1.03
H -0.200 0.551 -0.841 0.15
H 0.879 1.030 0.514 0.14
H -0.731 0.403 0.801 0.14
O -1.378 3.152 -1.622 -1.01
H -1.628 2.712 -2.482 0.53
H -1.427 4.061 -1.411 0.49
O 1.187 3.068 -1.117 -0.97
H 0.356 3.522 -0.896 0.47
H 1.183 2.133 -0.672 0.48
O -3.260 2.018 0.198 -0.96
H -3.378 1.543 0.980 0.47
H -2.351 2.222 0.040 0.48
O 1.310 0.745 3.067 -0.91
H 0.379 0.672 2.712 0.48
H 1.270 1.608 3.211 0.44
O -1.672 -1.132 -2.200 -1.01
H -1.975 -1.998 -1.970 0.50
H -0.686 -0.905 -2.026 0.51
O -0.442 0.878 -3.963 -0.96
H -1.083 0.580 -3.278 0.48
H -0.607 0.081 -4.709 0.47
O 3.474 1.778 1.644 -0.98
H 3.389 2.762 1.888 0.46
H 2.908 1.220 2.195 0.50
O -0.548 -1.919 2.672 -1.03
H -0.322 -1.413 1.806 0.51
H -0.276 -2.783 2.699 0.47
O -0.203 -3.992 0.350 -0.96
H -0.116 -3.086 0.331 0.49
H 0.767 -4.193 0.700 0.46
O -2.741 -1.418 0.842 -1.00
H -1.950 -1.031 0.345 0.50
H -2.527 -1.741 1.693 0.49
O 1.820 -2.313 -1.588 -1.00
H 1.206 -2.942 -2.003 0.46
H 1.231 -1.632 -1.133 0.50
O 2.769 -1.376 1.270 -0.92
H 2.025 -1.035 1.020 0.46
H 3.124 -0.890 0.520 0.45
```

Frontier orbital gap, eV: 8.3714
Largest force on an atom, eV/Å: 9.38
Relative energy (zero: lowest compared OMol25 entry of this formula, charge and spin), kcal per mole: 122.6
Total charge: -1
E_HOMO, eV: -5.84
Total energy, Eh: -1032.3068



5.
Computed, not measured: a 2-piece molecular cluster, C3H7O2P overall at a distorted geometry, with wB97M-V/def2-TZVPD.

```
13
Properties=species:S:1:pos:R:3:nbo_charge:R:1
C 0.942 -1.134 0.561 -0.57
C 1.780 -0.352 -0.495 -0.56
C 2.793 0.459 -0.256 0.71
O 3.487 1.292 0.124 -0.45
H -0.035 -1.202 0.317 0.21
H 1.053 -0.553 1.563 0.22
H 1.247 -2.105 0.518 0.21
H 1.702 -0.548 -1.477 0.23
O -2.307 0.454 -1.124 -0.96
P -2.336 0.630 0.539 0.61
H -1.521 0.999 -1.354 0.48
H -3.672 0.156 0.538 -0.05
H -3.132 1.905 0.545 -0.07
```

Frontier orbital gap, eV: 9.3715
Largest force on an atom, eV/Å: 5.55
Relative energy (zero: lowest compared OMol25 entry of this formula, charge and spin), kcal per mole: 69.2
E_HOMO, eV: -8.88
SMILES: CC=C=O.OP
Total energy, Eh: -610.2477



6.
Computed, not measured: F5Li3Sr as an isolated structure at a distorted geometry, with wB97M-V/def2-TZVPD.

```
9
Properties=species:S:1:pos:R:3:nbo_charge:R:1
Sr -0.450 7.474 -5.863 1.94
Li -3.037 6.586 -2.792 0.98
Li 1.643 6.524 -1.904 0.98
Li -0.443 5.636 -3.494 0.92
F -2.230 6.158 -4.553 -0.95
F 0.115 4.306 -5.702 -0.60
F 0.574 7.399 -3.628 -0.95
F -1.056 5.409 -1.634 -0.96
F 1.918 4.410 -2.703 -0.35
```

Frontier orbital gap (spin up / spin down), eV: 8.0554 / 4.5414
Largest force on an atom, eV/Å: 2.44
Multiplicity: 2
Total charge: +1
E_HOMO (spin up / spin down), eV: -13.35 / -12.21
⟨S²⟩: 0.763
Total energy, Eh: -552.5460



7.
Computed, not measured: C3H20NO7S as an isolated structure at a distorted geometry, with wB97M-V/def2-TZVPD.

```
32
Properties=species:S:1:pos:R:3:nbo_charge:R:1
C -0.055 1.053 2.101 -0.26
C 0.355 2.106 1.050 -0.64
S -0.726 3.526 0.724 -0.82
N 0.164 -0.272 1.493 -0.70
C -0.759 -1.318 1.838 0.10
O -2.062 -1.147 1.328 -0.79
H -1.093 1.316 2.330 0.19
H 0.595 1.040 2.975 0.18
H 1.404 2.418 1.072 0.21
H 0.450 1.550 0.109 0.24
H -1.862 2.891 0.415 0.12
H 0.155 -0.292 0.473 0.40
H -0.863 -1.434 2.916 0.15
H -0.324 -2.216 1.410 0.15
H 0.086 -0.701 -3.739 0.49
H 1.370 -1.069 -3.223 0.47
O 0.653 -1.486 -3.721 -0.97
H 2.067 -0.962 1.645 0.50
H 3.426 -1.028 0.881 0.48
O 2.996 -1.235 1.715 -1.01
H -0.549 -0.489 -1.609 0.49
H -0.273 1.150 -1.817 0.48
O 0.315 0.391 -1.677 -1.18
H 1.900 0.189 -1.403 0.52
H 2.657 -1.132 -1.173 0.44
O 2.642 -0.218 -0.871 -1.01
H -2.450 0.167 -1.288 0.50
H -2.843 0.776 0.068 0.47
O -2.735 1.012 -0.868 -1.01
H -2.076 -1.446 0.402 0.51
H -1.067 -1.907 -2.045 0.47
O -1.499 -1.231 -1.508 -1.16
```

Frontier orbital gap (spin up / spin down), eV: 2.4717 / 7.7521
Largest force on an atom, eV/Å: 1.65
Multiplicity: 2
Total charge: -2
E_HOMO (spin up / spin down), eV: 2.33 / -2.94
⟨S²⟩: 0.751
Total energy, Eh: -1105.8722



8.
Computed, not measured: C28H31As2FIrOSi as an isolated structure, with wB97M-V/def2-TZVPD.

```
65
Properties=species:S:1:pos:R:3:nbo_charge:R:1
Ir -0.355 -0.855 1.371 0.77
C 0.208 -1.382 5.020 -0.95
As -0.897 -0.576 3.670 1.26
C -2.680 -1.089 4.201 -0.94
C -0.815 1.322 3.963 -0.36
C -0.651 1.899 5.217 -0.19
C -0.610 3.281 5.337 -0.17
C -0.725 4.084 4.213 -0.20
C -0.877 3.514 2.957 -0.13
C -0.928 2.130 2.836 -0.40
As -1.117 1.267 1.123 1.39
C -0.383 2.482 -0.156 -0.96
C -2.995 1.200 0.705 -0.96
H -0.283 -1.220 5.979 0.25
H 1.206 -0.950 5.025 0.26
H 0.275 -2.451 4.826 0.26
H -2.913 -0.634 5.162 0.24
H -2.714 -2.174 4.284 0.26
H -3.396 -0.782 3.447 0.26
H -0.546 1.283 6.102 0.22
H -0.479 3.731 6.312 0.24
H -0.684 5.160 4.311 0.24
H -0.941 4.155 2.087 0.21
H -1.078 3.321 -0.183 0.25
H -0.349 1.996 -1.124 0.27
H 0.618 2.807 0.122 0.26
H -3.426 2.178 0.917 0.24
H -3.473 0.423 1.290 0.26
H -3.106 0.957 -0.353 0.27
O 1.006 -0.845 0.064 -1.17
Si 1.048 -0.914 -1.622 1.92
C 2.082 0.506 -2.221 -0.48
C 2.363 0.656 -3.584 -0.21
C 3.127 1.713 -4.048 -0.20
C 3.636 2.649 -3.155 -0.19
C 3.382 2.516 -1.798 -0.22
C 2.611 1.455 -1.343 -0.21
C -0.710 -0.754 -2.225 -0.57
C -1.667 -1.704 -1.848 -0.19
C -2.988 -1.591 -2.252 -0.21
C -3.377 -0.531 -3.061 -0.20
C -2.442 0.411 -3.466 -0.24
C -1.121 0.297 -3.050 -0.15
C 1.736 -2.558 -2.107 -0.48
C 2.686 -3.210 -1.314 -0.21
C 3.232 -4.424 -1.699 -0.20
C 2.834 -5.015 -2.890 -0.19
C 1.891 -4.389 -3.691 -0.21
C 1.344 -3.177 -3.298 -0.20
H 1.986 -0.072 -4.296 0.22
H 3.334 1.809 -5.106 0.22
H 4.239 3.471 -3.517 0.22
H 3.795 3.233 -1.100 0.22
H 2.438 1.344 -0.275 0.20
H -1.380 -2.546 -1.226 0.22
H -3.714 -2.333 -1.946 0.23
H -4.404 -0.450 -3.391 0.22
H -2.738 1.224 -4.117 0.22
H -0.392 1.022 -3.399 0.21
H 3.013 -2.756 -0.385 0.21
H 3.968 -4.912 -1.074 0.22
H 3.259 -5.963 -3.193 0.22
H 1.577 -4.849 -4.619 0.22
H 0.595 -2.708 -3.928 0.21
F -2.130 -1.684 1.516 -0.61
```

Frontier orbital gap, eV: 7.5373
Largest force on an atom, eV/Å: 0.97
Relative energy (zero: lowest compared OMol25 entry of this formula, charge and spin), kcal per mole: 0.0
Total charge: +1
E_HOMO, eV: -11.25
Total energy, Eh: -6125.8784